No. 1
A structure of composition C37H91N6O15Sr, computed with the ωB97M-V functional and the def2-TZVPD basis.

Geometry as XYZ:
```
150
Properties=species:S:1:pos:R:3
Sr -7.16 0.20 -2.02
O -0.65 0.78 -2.44
C -1.97 0.81 -2.24
O -2.69 1.34 -3.07
O -2.57 0.25 -1.30
H -0.49 1.29 -3.23
C -7.30 1.26 -6.04
O -7.52 2.13 -4.94
C -7.32 3.56 -5.19
C -7.92 4.39 -4.09
N -7.16 4.00 -2.88
C -7.54 4.77 -1.68
C -6.77 4.44 -0.41
O -6.95 3.03 -0.14
C -6.43 2.62 1.14
H -6.28 1.38 -6.38
H -7.89 1.47 -6.93
H -7.47 0.21 -5.77
H -7.76 3.84 -6.15
H -6.26 3.77 -5.34
H -8.99 4.18 -4.06
H -7.92 5.46 -4.29
H -6.16 4.07 -2.96
H -8.63 4.64 -1.62
H -7.38 5.83 -1.85
H -7.26 5.11 0.29
H -5.75 4.79 -0.27
H -5.36 2.81 1.26
H -6.55 1.54 1.17
H -6.96 3.19 1.90
C 1.63 6.67 2.78
O 2.28 7.74 3.45
C 1.31 8.65 4.01
C 2.16 9.78 4.65
N 2.27 9.58 6.09
C 3.32 10.42 6.73
C 2.97 11.91 6.97
O 4.08 12.56 7.62
C 3.85 13.78 8.24
H 2.42 6.01 2.41
H 1.11 7.09 1.92
H 0.90 6.11 3.35
H 0.62 8.22 4.75
H 0.71 9.07 3.20
H 1.73 10.75 4.37
H 3.15 9.80 4.21
H 2.55 8.60 6.09
H 4.30 10.31 6.26
H 3.50 10.06 7.74
H 2.03 11.92 7.53
H 2.76 12.40 6.02
H 3.41 14.54 7.60
H 4.82 14.09 8.61
H 3.14 13.73 9.07
C 3.04 7.78 -5.88
O 3.11 6.67 -6.77
C 3.51 5.44 -6.09
C 3.43 4.21 -7.03
N 2.13 3.68 -7.24
C 1.07 4.54 -7.84
C 1.54 5.14 -9.23
O 1.65 4.07 -10.20
C 2.43 4.42 -11.37
H 2.17 7.64 -5.24
H 2.84 8.73 -6.38
H 3.89 7.87 -5.20
H 2.97 5.15 -5.19
H 4.52 5.52 -5.70
H 4.03 3.44 -6.55
H 3.91 4.42 -7.98
H 2.24 2.88 -7.84
H 0.87 5.35 -7.14
H 0.17 3.97 -8.01
H 2.49 5.65 -9.12
H 0.86 5.94 -9.53
H 1.97 5.29 -11.84
H 2.35 3.58 -12.06
H 3.48 4.60 -11.18
C 10.85 -7.79 -4.79
O 10.32 -7.24 -3.56
C 9.45 -8.15 -2.90
C 8.83 -7.55 -1.67
N 7.84 -6.47 -1.86
C 7.77 -5.69 -0.61
C 6.89 -4.42 -0.83
O 7.62 -3.29 -1.45
C 6.81 -2.16 -1.67
H 10.00 -8.09 -5.40
H 11.48 -8.63 -4.52
H 11.34 -7.02 -5.37
H 9.87 -9.13 -2.64
H 8.69 -8.47 -3.61
H 9.70 -7.24 -1.09
H 8.39 -8.33 -1.06
H 8.24 -5.80 -2.50
H 8.73 -5.41 -0.19
H 7.25 -6.24 0.17
H 6.49 -4.01 0.10
H 5.96 -4.72 -1.31
H 6.43 -1.74 -0.74
H 5.96 -2.48 -2.28
H 7.31 -1.33 -2.18
C -6.39 -4.98 4.49
O -6.89 -4.30 3.40
C -8.11 -4.75 2.81
C -8.35 -3.83 1.61
N -7.21 -3.76 0.69
C -7.20 -4.94 -0.20
C -6.04 -4.86 -1.15
O -6.12 -3.75 -2.08
C -5.06 -3.81 -3.05
H -5.53 -4.48 4.94
H -6.02 -5.89 4.01
H -7.03 -5.16 5.36
H -8.90 -4.73 3.56
H -8.11 -5.77 2.43
H -8.54 -2.85 2.04
H -9.26 -4.10 1.08
H -6.50 -3.93 1.39
H -8.10 -5.01 -0.81
H -7.14 -5.86 0.38
H -5.92 -5.77 -1.75
H -5.11 -4.84 -0.59
H -4.14 -4.01 -2.50
H -4.91 -2.89 -3.60
H -5.24 -4.58 -3.80
C -0.72 -6.37 4.76
O -0.14 -6.96 5.91
C 0.86 -6.16 6.47
C 1.30 -6.81 7.81
N 1.92 -8.07 7.53
C 1.97 -9.07 8.59
C 2.25 -10.47 8.08
O 1.12 -10.97 7.36
C 1.04 -12.39 7.25
H -1.12 -5.35 4.84
H -1.49 -7.04 4.38
H -0.01 -6.34 3.94
H 0.53 -5.12 6.53
H 1.67 -6.06 5.75
H 0.42 -6.95 8.44
H 1.83 -6.13 8.48
H 1.35 -8.51 6.82
H 1.02 -9.17 9.13
H 2.73 -8.79 9.32
H 2.35 -11.02 9.02
H 3.16 -10.58 7.50
H 0.00 -12.69 7.10
H 1.28 -12.86 8.21
H 1.78 -12.78 6.56
```

For the maximum force, the calculation gives 4.3 eV/Å. Its net charge is +1. Its LUMO energy is -5.69 eV. For the gap between HOMO and LUMO, the calculation gives 2.85 eV. The value obtained for the molecular weight is 947.782 g/mol.

Results of the Mulliken charge analysis, in e, for atoms 1 through 99: number 1, Sr, carries 1.733; number 2, O, carries -0.465; number 3, C, carries 0.710; number 4, O, carries -0.730; number 5, O, carries -0.731; number 6, H, carries 0.317; number 7, C, carries -0.806; number 8, O, carries -0.202; number 9, C, carries -0.718; number 10, C, carries -0.725; number 11, N, carries -0.088; number 12, C, carries -0.906; number 13, C, carries -0.631; number 14, O, carries -0.230; number 15, C, carries -0.695; number 16, H, carries 0.351; number 17, H, carries 0.290; number 18, H, carries 0.262; number 19, H, carries 0.433; number 20, H, carries 0.403; number 21, H, carries 0.320; number 22, H, carries 0.409; number 23, H, carries 0.225; number 24, H, carries 0.375; number 25, H, carries 0.379; number 26, H, carries 0.389; number 27, H, carries 0.468; number 28, H, carries 0.335; number 29, H, carries 0.193; number 30, H, carries 0.298; number 31, C, carries -0.742; number 32, O, carries -0.290; number 33, C, carries -0.725; number 34, C, carries -0.543; number 35, N, carries -0.423; number 36, C, carries -0.676; number 37, C, carries -0.451; number 38, O, carries -0.294; number 39, C, carries -0.732; number 40, H, carries 0.256; number 41, H, carries 0.298; number 42, H, carries 0.293; number 43, H, carries 0.389; number 44, H, carries 0.423; number 45, H, carries 0.331; number 46, H, carries 0.373; number 47, H, carries 0.287; number 48, H, carries 0.401; number 49, H, carries 0.349; number 50, H, carries 0.312; number 51, H, carries 0.313; number 52, H, carries 0.296; number 53, H, carries 0.246; number 54, H, carries 0.310; number 55, C, carries -0.842; number 56, O, carries -0.258; number 57, C, carries -0.701; number 58, C, carries -0.685; number 59, N, carries -0.392; number 60, C, carries -0.777; number 61, C, carries -0.406; number 62, O, carries -0.348; number 63, C, carries -0.710; number 64, H, carries 0.334; number 65, H, carries 0.267; number 66, H, carries 0.303; number 67, H, carries 0.368; number 68, H, carries 0.510; number 69, H, carries 0.422; number 70, H, carries 0.316; number 71, H, carries 0.286; number 72, H, carries 0.307; number 73, H, carries 0.406; number 74, H, carries 0.341; number 75, H, carries 0.415; number 76, H, carries 0.306; number 77, H, carries 0.254; number 78, H, carries 0.286; number 79, C, carries -0.706; number 80, O, carries -0.306; number 81, C, carries -0.699; number 82, C, carries -0.572; number 83, N, carries -0.417; number 84, C, carries -0.606; number 85, C, carries -0.753; number 86, O, carries -0.307; number 87, C, carries -0.710; number 88, H, carries 0.312; number 89, H, carries 0.280; number 90, H, carries 0.240; number 91, H, carries 0.468; number 92, H, carries 0.388; number 93, H, carries 0.319; number 94, H, carries 0.351; number 95, H, carries 0.262; number 96, H, carries 0.378; number 97, H, carries 0.371; number 98, H, carries 0.493; number 99, H, carries 0.380

***

No. 2
A cluster of 6 separate species, C39H50Cl3F9NO26P3S2 in total, computed with the ωB97M-V functional and the def2-TZVPD basis.

Geometry as XYZ:
```
133
Properties=species:S:1:pos:R:3
C 6.27 0.66 -0.45
C 5.19 1.81 -0.65
Cl 5.87 3.25 0.29
C 3.76 1.43 -0.02
Cl 3.12 2.89 0.89
C 2.71 0.89 -1.06
P 3.57 -0.09 -2.47
O 2.38 -1.11 -3.13
Cl 4.13 1.17 -4.03
C 1.75 1.92 -1.85
P 2.34 3.64 -2.32
P 1.85 4.05 -4.42
O 2.95 4.77 -5.12
O 1.33 2.68 -5.24
O 0.56 5.13 -4.33
C 0.28 1.75 -1.23
C -0.72 2.26 -2.34
C -2.20 2.49 -1.84
C -2.58 4.02 -1.62
C -2.84 4.37 -0.11
S -4.40 5.26 0.22
O -5.42 5.11 -0.79
O -4.04 6.65 0.51
O -4.95 4.65 1.69
C -0.07 2.70 0.00
O 0.21 3.90 0.00
O -0.63 2.18 1.05
N 0.33 0.28 -0.93
C -0.92 -0.43 -0.52
C -1.55 -1.09 -1.82
C -3.08 -1.33 -1.74
C -3.77 -2.19 -0.79
C -5.22 -2.32 -0.90
C -6.01 -1.65 -1.91
C -5.34 -0.75 -2.85
C -3.90 -0.62 -2.74
C 1.60 0.09 -0.21
S 2.05 -1.64 0.31
O 1.51 -2.52 -0.72
O 3.51 -1.77 0.26
C 1.55 -2.00 2.05
F 2.70 -2.08 2.81
F 0.91 -0.87 2.54
C 0.65 -3.23 2.40
F -0.66 -2.78 2.51
F 0.97 -3.62 3.69
C 0.60 -4.53 1.52
F -0.34 -4.36 0.53
F 0.02 -5.50 2.33
C 1.96 -5.17 1.02
F 3.09 -4.51 1.34
F 1.83 -5.39 -0.33
F 2.09 -6.43 1.55
H 6.82 0.87 0.50
H 7.01 0.78 -1.29
H 5.84 -0.36 -0.51
H 5.16 2.15 -1.71
H 3.96 0.68 0.79
H 2.82 -1.98 -3.16
H 1.60 1.44 -2.87
H 3.77 3.71 -2.30
H 0.48 2.45 -4.82
H -0.08 4.92 -5.04
H -0.38 3.22 -2.81
H -0.78 1.52 -3.20
H -2.88 2.10 -2.64
H -2.47 1.96 -0.90
H -1.78 4.66 -2.07
H -3.51 4.22 -2.22
H -2.01 5.07 0.20
H -2.74 3.47 0.57
H -4.27 4.86 2.38
H 0.55 -0.11 -1.87
H -1.69 0.23 -0.05
H -0.76 -1.27 0.21
H -1.06 -2.11 -1.92
H -1.34 -0.55 -2.77
H -3.17 -2.71 -0.03
H -5.74 -3.01 -0.19
H -7.11 -1.79 -1.99
H -5.88 -0.21 -3.66
H -3.38 0.06 -3.46
H 1.56 0.71 0.72
C -0.99 5.16 4.26
C -1.05 5.10 5.76
O -2.41 5.41 6.04
C -3.13 5.09 4.93
O -4.33 5.08 4.89
O -2.32 4.80 3.88
H -0.27 4.46 3.84
H -0.78 6.16 3.88
H -0.82 4.11 6.15
H -0.38 5.82 6.23
C 5.16 -8.42 0.96
C 5.37 -7.85 2.33
O 6.56 -8.50 2.76
C 7.24 -8.88 1.65
O 8.35 -9.30 1.65
O 6.48 -8.71 0.53
H 4.68 -7.70 0.29
H 4.58 -9.34 0.97
H 5.53 -6.77 2.32
H 4.54 -8.08 3.00
C -5.85 1.08 2.94
C -6.64 0.42 1.85
O -5.68 0.24 0.82
C -4.46 0.21 1.41
O -3.44 -0.09 0.86
O -4.53 0.58 2.72
H -6.20 0.82 3.94
H -5.83 2.17 2.85
H -7.04 -0.55 2.15
H -7.47 1.05 1.50
C -3.18 0.95 -7.39
C -4.23 0.09 -8.04
O -5.12 -0.18 -6.96
C -4.97 0.81 -6.05
O -5.69 0.98 -5.11
O -3.90 1.60 -6.34
H -2.75 1.68 -8.07
H -2.37 0.36 -6.95
H -4.77 0.61 -8.82
H -3.82 -0.84 -8.44
C 4.48 -3.24 5.80
C 5.95 -3.15 5.52
O 6.25 -1.80 5.88
C 5.30 -1.39 6.76
O 5.34 -0.38 7.38
O 4.28 -2.30 6.84
H 4.18 -4.24 6.11
H 3.87 -2.95 4.93
H 6.54 -3.82 6.16
H 6.20 -3.34 4.48
```

For the maximum force, the calculation gives 6.3 eV/Å. The SMILES is C[C@H](Cl)[C@@H](Cl)[C@@]1(P(O)Cl)[C@H](S(=O)(=O)C(F)(F)C(F)(F)C(F)(F)C(F)(F)F)[N@@H+](CCc2ccccc2)[C@@](CCCCS(=O)(=O)O)(C(=O)[O-])[C@H]1PP(=O)(O)O.O=C1OCCO1.O=C1OCCO1.O=C1OCCO1.O=C1OCCO1.O=C1OCCO1. Its LUMO energy is -1.42 eV. For the gap between HOMO and LUMO, the calculation gives 7.24 eV. The value obtained for the molecular weight is 1383.207 g/mol.

Results of the Mulliken charge analysis, in e, for atoms 1 through 99: number 1, C, carries -1.196; number 2, C, carries 0.251; number 3, Cl, carries -0.159; number 4, C, carries -0.302; number 5, Cl, carries -0.028; number 6, C, carries 1.020; number 7, P, carries 0.294; number 8, O, carries -0.498; number 9, Cl, carries -0.202; number 10, C, carries -2.013; number 11, P, carries -0.026; number 12, P, carries 0.923; number 13, O, carries -0.725; number 14, O, carries -0.528; number 15, O, carries -0.484; number 16, C, carries 1.861; number 17, C, carries -1.071; number 18, C, carries 1.025; number 19, C, carries -0.976; number 20, C, carries -0.695; number 21, S, carries 1.434; number 22, O, carries -0.666; number 23, O, carries -0.716; number 24, O, carries -0.412; number 25, C, carries -0.425; number 26, O, carries -0.832; number 27, O, carries -0.800; number 28, N, carries 0.905; number 29, C, carries 0.995; number 30, C, carries -0.876; number 31, C, carries 0.179; number 32, C, carries -0.382; number 33, C, carries -0.464; number 34, C, carries -0.766; number 35, C, carries -0.421; number 36, C, carries -0.119; number 37, C, carries -2.126; number 38, S, carries 1.570; number 39, O, carries -0.597; number 40, O, carries -0.627; number 41, C, carries 0.721; number 42, F, carries -0.257; number 43, F, carries -0.159; number 44, C, carries 0.537; number 45, F, carries -0.192; number 46, F, carries -0.268; number 47, C, carries 0.496; number 48, F, carries -0.159; number 49, F, carries -0.295; number 50, C, carries 0.698; number 51, F, carries -0.166; number 52, F, carries -0.246; number 53, F, carries -0.295; number 54, H, carries 0.458; number 55, H, carries 0.335; number 56, H, carries 0.193; number 57, H, carries 0.204; number 58, H, carries 0.307; number 59, H, carries 0.373; number 60, H, carries 0.982; number 61, H, carries 0.065; number 62, H, carries 0.372; number 63, H, carries 0.317; number 64, H, carries 0.117; number 65, H, carries 0.331; number 66, H, carries 0.196; number 67, H, carries -1.033; number 68, H, carries 0.073; number 69, H, carries 0.682; number 70, H, carries 0.389; number 71, H, carries 0.326; number 72, H, carries 0.305; number 73, H, carries 0.789; number 74, H, carries -0.412; number 75, H, carries -0.509; number 76, H, carries 0.310; number 77, H, carries 0.734; number 78, H, carries 0.407; number 79, H, carries 0.355; number 80, H, carries 0.366; number 81, H, carries 0.667; number 82, H, carries -0.221; number 83, H, carries 0.932; number 84, C, carries -0.204; number 85, C, carries -0.383; number 86, O, carries -0.359; number 87, C, carries 0.604; number 88, O, carries -0.541; number 89, O, carries -0.188; number 90, H, carries 0.187; number 91, H, carries 0.262; number 92, H, carries 0.276; number 93, H, carries 0.318; number 94, C, carries -0.204; number 95, C, carries -0.150; number 96, O, carries -0.345; number 97, C, carries 0.584; number 98, O, carries -0.500; number 99, O, carries -0.343